80
Properties=species:S:1:pos:R:3 method="wB97M-V/def2-TZVPD" largest_force_ha_per_bohr=0.037 homo_lumo_gap_ev=9.82 smiles="CCOS(C)(=O)=O.CCOS(C)(=O)=O.CCOS(C)(=O)=O.CCOS(C)(=O)=O.C[N+](=O)[O-].C[N+](=O)[O-].CO" total_energy_ha=-3577.78177 lumo_ev=-0.21 charge=0
C 2.75087 -5.29061 -2.37423
C 2.42286 -4.66545 -3.71407
O 1.37906 -5.47010 -4.31270
S 0.19368 -4.63202 -5.02924
C -0.83873 -4.21762 -3.60026
O 0.70919 -3.38790 -5.57122
O -0.49855 -5.58618 -5.85184
H 1.89173 -5.25855 -1.70193
H 3.47876 -4.72606 -1.78542
H 3.11777 -6.31023 -2.47837
H 2.08169 -3.64260 -3.56145
H 3.27807 -4.67426 -4.38612
H -1.45807 -3.35230 -3.80364
H -0.16771 -4.10913 -2.75059
H -1.45218 -5.10131 -3.43064
C -1.67471 5.44107 -0.43036
C -2.28872 4.08367 -0.39212
O -1.26628 3.07420 -0.17960
S -1.52884 2.07149 1.07030
C -1.16918 3.21735 2.44490
O -2.94268 1.76020 1.17774
O -0.51204 1.06154 1.04419
H -1.36887 5.76341 0.57427
H -2.39280 6.22478 -0.68968
H -0.80757 5.64047 -1.06120
H -3.06769 4.08598 0.36960
H -2.74696 3.78950 -1.33552
H -0.20183 3.63298 2.18572
H -1.11769 2.60039 3.33978
H -1.99998 3.90515 2.56480
C 2.44399 6.92312 2.01241
C 2.74081 5.62050 2.74210
O 2.69494 4.56694 1.78991
S 2.79927 3.02615 2.28608
C 4.56007 2.94993 2.60447
O 2.06434 2.89853 3.51051
O 2.47203 2.19683 1.16059
H 2.58381 7.82937 2.58892
H 1.47561 6.91068 1.50837
H 3.13106 6.89820 1.15724
H 3.74897 5.69773 3.16250
H 2.01402 5.43215 3.53631
H 4.92104 1.94575 2.79464
H 4.73268 3.62324 3.44271
H 5.04950 3.38633 1.73510
C -3.42498 -2.05599 -1.25862
C -3.72310 -1.55385 0.14464
O -4.80610 -2.30563 0.69729
S -4.45289 -3.62588 1.56046
C -3.95805 -2.96467 3.09551
O -5.72498 -4.27002 1.79097
O -3.30062 -4.27283 0.97500
H -2.54584 -1.64221 -1.76587
H -4.16483 -1.64985 -1.95740
H -3.31210 -3.13552 -1.30146
H -2.80966 -1.58905 0.74703
H -4.00099 -0.50210 0.14731
H -3.65645 -3.80126 3.72634
H -4.80857 -2.51594 3.60438
H -3.14041 -2.25635 2.99187
C 1.53860 3.05591 -1.70844
N 0.94351 2.65939 -3.03821
O -0.20877 2.97102 -3.25488
O 1.67242 2.09562 -3.82782
H 2.56816 3.37390 -1.80204
H 1.54573 2.07947 -1.22218
H 0.80978 3.70661 -1.24999
C 1.96462 -1.04276 -0.06211
N 0.96926 -1.89922 -0.74810
O -0.01886 -1.31972 -1.11424
O 1.12810 -3.10116 -0.72148
H 1.99827 -0.06690 -0.53084
H 2.94729 -1.49560 0.00576
H 1.54562 -0.90146 0.93358
C 0.20491 -4.51657 2.07904
O -1.01437 -4.85609 2.72811
H 0.48718 -5.27678 1.35029
H 0.21108 -3.49418 1.69398
H 0.95881 -4.54340 2.87190
H -1.65649 -5.12021 2.05728


83
Properties=species:S:1:pos:R:3 method="wB97M-V/def2-TZVPD" largest_force_ha_per_bohr=0.078 homo_lumo_gap_ev=5.53 relative_energy_kcal_mol=0.0 total_energy_ha=-6508.57637 lumo_ev=-1.02 charge=0
Na -0.74819 0.59962 -0.02314
Br -2.62965 3.65397 -2.18944
O -2.17240 3.20726 6.05293
S -2.70937 3.43879 4.71384
O -2.59766 2.47085 3.61596
O -4.33503 3.76228 4.83423
C -4.85193 4.60624 5.85100
C -5.99879 5.42015 5.28202
C -2.12101 5.12340 4.21000
H -4.05403 5.26560 6.19258
H -5.19845 4.13505 6.77078
H -6.85865 4.81843 4.98762
H -5.56910 5.96298 4.44011
H -6.23058 6.10792 6.09526
H -1.04559 4.98247 4.10181
H -2.37608 5.90576 4.92481
H -2.51850 5.34982 3.22063
O 2.89399 3.27873 0.19422
S 3.56860 4.48173 -0.29921
O 3.27235 5.81028 0.26247
O 5.16564 4.15930 -0.09995
C 5.61792 2.87258 -0.28963
C 7.07019 2.90213 -0.84717
C 3.41182 4.58526 -2.09440
H 5.06581 2.33657 -1.06161
H 5.61420 2.29380 0.63401
H 7.17906 3.57161 -1.70042
H 7.25211 1.84456 -1.03833
H 7.81557 3.27718 -0.14585
H 3.59214 3.57123 -2.45121
H 4.17418 5.27507 -2.45643
H 2.40454 4.90734 -2.35852
C -5.57417 -0.79889 -3.69966
O -6.25794 -1.77061 -2.87706
P -5.64802 -2.19474 -1.40769
O -4.24580 -1.89413 -1.18412
O -6.66253 -1.56045 -0.30014
C -6.63672 -0.15530 -0.20745
O -6.02478 -3.74334 -1.39243
C -5.19009 -4.75511 -1.91415
H -5.57265 -1.09860 -4.74764
H -4.57225 -0.64963 -3.29716
H -6.08641 0.15597 -3.58151
H -7.35831 0.38734 -0.81816
H -5.61047 0.10050 -0.47102
H -6.88008 0.11612 0.81978
H -4.62099 -5.28574 -1.15082
H -4.40790 -4.34091 -2.55032
H -5.75915 -5.41904 -2.56490
C 0.92857 -4.72592 1.29486
O 1.66355 -4.64182 2.50626
P 2.16824 -3.18191 3.04147
O 1.70860 -2.00029 2.24576
O 3.76449 -3.35474 3.29436
C 4.75254 -3.69489 2.34432
O 1.58407 -3.17925 4.54952
C 0.21208 -3.10425 4.73334
H 0.59937 -3.73793 0.97300
H 0.07446 -5.37705 1.48095
H 1.52163 -5.20100 0.51340
H 4.41293 -3.63355 1.31039
H 5.15412 -4.65480 2.66894
H 5.51226 -2.92027 2.44861
H -0.10851 -3.65264 5.61910
H -0.44650 -3.34754 3.89956
H -0.01472 -2.05918 4.94428
C 4.42226 -0.15226 -5.46640
O 4.36195 -1.17176 -4.54511
P 2.91078 -1.55442 -3.83433
O 2.26000 -0.45778 -3.09672
O 3.25365 -2.88454 -3.00945
C 4.09091 -3.86330 -3.58251
O 1.99029 -2.11215 -5.02652
C 0.68352 -2.48859 -4.79713
H 5.36541 -0.17245 -6.01244
H 4.43881 0.78003 -4.90189
H 3.61386 -0.16458 -6.19743
H 4.61685 -3.66363 -4.51612
H 3.54207 -4.80048 -3.67498
H 4.98451 -4.10794 -3.00829
H 0.66674 -3.57472 -4.88737
H 0.03893 -1.95173 -5.49312
H 0.29745 -2.26410 -3.80282


77
Properties=species:S:1:pos:R:3 method="wB97M-V/def2-TZVPD" largest_force_ha_per_bohr=0.079 homo_lumo_gap_ev=7.79 relative_energy_kcal_mol=31.4 total_energy_ha=-1587.80770 lumo_ev=-0.74 charge=0
Cs 1.83019 2.97929 1.21145
B -0.82125 1.47820 -0.61189
H -0.04758 0.64943 -0.75154
H -0.34064 2.38594 -0.15557
H -1.19879 1.75004 -1.65523
H -1.69524 1.17490 0.02960
C 0.13503 -2.78177 2.80438
C 1.64305 -2.57320 3.06801
C 2.32358 -3.84787 3.57661
C 2.74103 -4.84783 2.53078
C 3.50907 -4.20274 1.41003
C 2.88923 -2.93765 0.80504
N 2.32300 -2.07940 1.86678
O 1.87484 -0.83695 1.37914
C 4.02618 -2.25916 0.03108
C 1.81681 -3.34800 -0.23026
C 1.83381 -1.52075 4.20124
H -0.57215 -3.05922 3.58777
H 0.06040 -3.55156 2.03269
H -0.34731 -1.88670 2.40803
H 3.20479 -3.66590 4.19649
H 1.63012 -4.38673 4.22699
H 1.85736 -5.31005 2.07729
H 3.31038 -5.64590 3.00829
H 3.71570 -4.92062 0.61254
H 4.52004 -3.97294 1.76356
H 4.37875 -2.88057 -0.79483
H 3.66333 -1.32315 -0.39354
H 4.94198 -2.16706 0.61689
H 1.08916 -4.05585 0.16888
H 1.25326 -2.49677 -0.62294
H 2.26737 -3.82159 -1.10278
H 2.88840 -1.29596 4.34971
H 1.33719 -1.86968 5.10907
H 1.29993 -0.57945 4.04510
H 1.14896 -1.11062 0.79375
C -4.64439 0.92249 -1.65753
O -5.80822 0.54937 -1.75078
N -3.85704 1.25970 -2.70083
N -3.97907 0.95965 -0.45484
H -4.19418 1.31393 -3.64363
H -3.02210 1.73735 -2.40777
H -4.56427 0.65939 0.30523
H -2.94966 1.01834 -0.44332
C -0.20679 -1.51765 -3.15122
O -0.13084 -2.48672 -3.90020
N -1.25672 -1.30487 -2.34086
N 0.76145 -0.54365 -3.06726
H -1.91511 -2.06521 -2.32822
H -1.30000 -0.49604 -1.75267
H 0.53574 0.31173 -2.56280
H 1.56496 -0.62873 -3.66344
C -2.14193 0.93028 3.28374
O -2.18890 0.72984 4.49259
N -3.14379 1.56600 2.62744
N -1.11620 0.56314 2.47607
H -3.07491 1.87188 1.67418
H -3.98783 1.78133 3.12694
H -0.34548 0.10204 2.92677
H -1.15643 0.84614 1.51258
C -0.84019 5.78423 -0.37174
O 0.10212 5.68384 0.41721
N -1.41325 6.95589 -0.73688
N -1.54705 4.71963 -0.82476
H -2.13522 6.98283 -1.42969
H -0.97003 7.79298 -0.40010
H -1.27149 3.75799 -0.70321
H -2.28078 4.85602 -1.49784
C 0.31987 3.20755 -3.51123
C -0.76532 2.63960 -4.49488
O -0.31329 1.62086 -5.31616
H 1.07466 3.68683 -4.14008
H 0.83542 2.50640 -2.85548
H -0.09621 3.99151 -2.87815
H -1.39796 3.45695 -4.84558
H -1.54010 2.26307 -3.80908
H -0.12942 0.83195 -4.79514


75
Properties=species:S:1:pos:R:3 method="wB97M-V/def2-TZVPD" largest_force_ha_per_bohr=0.137 homo_lumo_gap_ev=9.21 smiles="COC[C@H](C)N.COC[C@H](C)N.COC[C@H](C)N.NC(N)=O.NC(N)=O.NC(N)=O" relative_energy_kcal_mol=88.7 total_energy_ha=-1542.68386 lumo_ev=0.46 charge=0
C 2.78785 -12.66875 17.06364
O 3.14899 -13.50053 18.17269
C 3.69743 -14.75884 17.90882
C 4.07545 -15.43583 19.21672
C 5.15220 -14.73461 20.04647
N 4.39686 -16.82556 18.97616
H 2.46279 -11.72910 17.51029
H 2.02171 -13.23968 16.53908
H 3.59776 -12.49900 16.35417
H 2.93911 -15.33305 17.37651
H 4.59097 -14.69777 17.28758
H 3.12015 -15.48344 19.73946
H 5.22310 -15.39698 20.90922
H 4.82557 -13.73124 20.31971
H 6.09600 -14.68533 19.50341
H 4.21101 -17.27109 19.86333
H 3.71522 -17.12135 18.29208
C 12.17158 -13.73889 22.23972
O 12.37994 -14.38200 20.98058
C 11.57961 -14.05145 19.83470
C 12.12303 -14.70343 18.50795
C 11.36711 -14.31223 17.23066
N 12.04985 -16.12827 18.71224
H 11.11250 -13.51031 22.35888
H 12.68317 -12.77689 22.27010
H 12.48491 -14.47340 22.98163
H 10.52941 -14.29832 19.99040
H 11.73426 -12.98142 19.69613
H 13.15048 -14.37406 18.35312
H 10.28565 -14.42187 17.31146
H 11.52448 -14.84811 16.29463
H 11.40632 -13.25935 16.95136
H 12.50948 -16.36968 19.57859
H 12.73630 -16.46541 18.05252
C 6.55813 -12.00437 10.99456
O 5.66314 -13.08712 11.26677
C 6.19730 -14.43347 11.10251
C 5.19382 -15.59439 11.37938
C 4.54938 -15.54885 12.78649
N 5.91308 -16.86415 11.39550
H 7.57741 -12.19211 11.33206
H 6.22711 -11.09360 11.49361
H 6.67437 -11.92188 9.91391
H 6.55975 -14.41722 10.07466
H 7.12238 -14.41764 11.67875
H 4.49280 -15.62114 10.54516
H 3.91121 -16.43092 12.83932
H 4.01388 -14.63335 13.03791
H 5.30265 -15.61250 13.57177
H 6.44730 -16.86720 12.25267
H 5.20623 -17.55097 11.61632
N 9.89211 -19.89862 11.68186
C 10.95891 -19.18381 11.56247
N 11.98001 -19.73075 12.21479
O 11.15876 -18.19845 10.93407
H 9.04899 -19.43573 11.37370
H 9.91748 -20.78779 12.16024
H 12.80944 -19.17306 12.36005
H 11.89614 -20.59272 12.73449
N 2.80377 -22.25260 12.99926
C 3.50233 -21.22892 13.13534
N 4.16746 -21.15622 14.25224
O 3.45911 -20.30424 12.30316
H 2.89989 -22.79375 13.84663
H 2.11993 -22.19305 12.25837
H 4.16617 -21.87744 14.95931
H 4.80613 -20.37630 14.31498
N 9.35462 -17.74932 15.62532
C 8.11417 -17.95361 15.99352
N 7.98028 -17.54130 17.19383
O 7.13254 -18.27887 15.32503
H 9.66867 -18.15308 14.75442
H 9.89602 -17.24009 16.30919
H 8.76117 -17.23950 17.75884
H 7.03704 -17.73026 17.50156


73
Properties=species:S:1:pos:R:3 method="wB97M-V/def2-TZVPD" largest_force_ha_per_bohr=0.035 homo_lumo_gap_ev="5.60 / 8.71" spin_multiplicity=10 total_energy_ha=-3898.53258 lumo_ev="-5.61 / -6.14" charge=+2 s2=24.75
Ti 1.14238 7.94702 -13.72223
Ti 1.18430 11.22386 -13.14884
Ti -1.19353 7.41011 -12.00874
C -2.35429 9.68905 -15.42304
C -1.37717 9.00913 -14.52520
O -1.39885 7.74012 -14.30595
O -0.64068 9.71922 -13.80737
H -1.92841 10.62490 -15.78603
H -3.26939 9.99782 -14.91274
H -2.64250 9.08254 -16.28046
C -0.48671 9.17559 -19.36899
O -0.71264 10.02140 -18.23832
H -1.38963 8.68658 -19.73438
H -0.00627 9.71432 -20.19284
H 0.25456 8.43499 -19.05510
H -1.57707 10.42414 -18.37968
C -3.40147 13.97911 -15.76676
O -2.34104 14.61137 -16.47170
H -3.36352 12.90193 -15.90248
H -3.41834 14.22678 -14.69795
H -4.34750 14.38112 -16.14278
H -2.57907 15.53102 -16.61264
C -0.07100 13.81039 -14.25730
O 0.79687 13.56564 -13.11258
H -0.61899 14.73759 -14.10250
H 0.56879 13.90936 -15.12880
H -0.77270 12.98767 -14.41178
H 0.33586 13.95982 -12.36248
C -2.33629 4.54801 -10.19976
C -2.72978 4.33442 -11.65196
O -1.96956 5.28417 -12.42856
H -2.64480 5.53168 -9.84153
H -1.28547 4.30251 -10.03597
H -2.81316 3.79405 -9.56593
H -3.80484 4.38474 -11.81939
H -2.40405 3.33228 -11.94507
H -2.34047 5.28106 -13.33745
C 1.92864 12.43146 -17.53078
C 2.39679 11.91894 -16.17192
O 1.25706 11.29357 -15.48815
H 1.53717 11.56794 -18.07310
H 2.74931 12.92722 -18.04908
H 1.12647 13.17022 -17.49494
H 2.71689 12.77230 -15.58014
H 3.08788 11.09155 -16.30862
H 0.75779 10.73765 -16.10084
C -5.95006 6.59224 -13.17366
C -4.64129 6.61922 -13.92110
O -4.13848 5.31238 -14.20264
H -6.42506 7.57464 -13.12479
H -5.81083 6.19288 -12.16766
H -6.71156 5.98194 -13.66129
H -3.86853 7.16713 -13.35740
H -4.69698 7.20859 -14.84557
H -3.67427 5.39824 -15.05544
C -1.88187 4.63037 -18.07354
C -1.74163 6.00840 -17.39777
O -2.49235 6.05578 -16.18337
H -1.56378 4.77750 -19.10285
H -2.91748 4.31505 -17.97046
H -1.28800 3.86123 -17.57882
H -2.16334 6.68162 -18.16179
H -0.72607 6.40162 -17.26902
H -2.06407 6.76734 -15.66313
C -3.96011 9.54753 -11.43218
C -3.43428 8.48061 -10.51856
O -1.99681 8.69840 -10.35389
H -5.05162 9.46737 -11.49542
H -3.60039 9.46324 -12.45711
H -3.81268 10.52680 -10.97374
H -3.38966 7.49494 -10.98156
H -3.94515 8.50781 -9.55787
H -1.90456 9.27413 -9.58451


85
Properties=species:S:1:pos:R:3 method="wB97M-V/def2-TZVPD" largest_force_ha_per_bohr=0.027 homo_lumo_gap_ev=10.81 smiles="COP(=O)(OC)OC.COP(=O)(OC)OC.COP(=O)(OC)OC.COP(=O)(OC)OC.COP(=O)(OC)OC" relative_energy_kcal_mol=0.0 total_energy_ha=-3810.56198 lumo_ev=0.43 charge=0
C 3.16788 -0.99551 -5.11699
O 3.61061 -0.37655 -3.90080
P 2.64891 0.62607 -3.12939
O 1.39928 0.91789 -3.82915
O 2.42593 0.00306 -1.70890
C 3.55366 -0.32210 -0.88055
O 3.60494 1.83956 -2.80247
C 4.27206 2.50750 -3.88995
H 2.71906 -1.95463 -4.88091
H 4.03122 -1.13018 -5.77100
H 2.48951 -0.38415 -5.70871
H 3.63716 0.42971 -0.09144
H 4.48003 -0.28786 -1.44727
H 3.35535 -1.27248 -0.39609
H 3.69346 2.41753 -4.80695
H 5.28221 2.11711 -3.97592
H 4.32221 3.55856 -3.61438
C -1.46784 4.02989 2.23329
O -1.45453 2.76915 1.57338
P -2.11655 2.63203 0.17846
O -3.32518 3.41242 -0.06540
O -2.36754 1.08118 0.04234
C -1.28836 0.16467 -0.04609
O -0.88460 2.89266 -0.76998
C -1.10977 3.05306 -2.16648
H -2.34706 4.63154 2.01139
H -0.59141 4.63291 1.97634
H -1.39959 3.83695 3.30222
H -1.26252 -0.57601 0.75094
H -0.31344 0.65037 -0.12499
H -1.35335 -0.37053 -1.00063
H -1.95025 2.46629 -2.53374
H -0.18933 2.81025 -2.69406
H -1.30810 4.09334 -2.44529
C 1.48807 8.17379 7.49009
O 0.50209 7.18237 7.18949
P 0.20322 6.69300 5.72342
O -1.01400 7.23004 5.12075
O 0.19573 5.10930 5.85157
C -0.89590 4.52982 6.56344
O 1.54014 6.99871 4.96658
C 1.65033 6.62622 3.58429
H 1.36372 9.05941 6.86891
H 2.48768 7.75703 7.38402
H 1.33371 8.46155 8.52760
H -1.59287 5.25688 6.97993
H -0.51302 3.94293 7.40095
H -1.44771 3.85578 5.90887
H 2.33949 5.78512 3.49818
H 2.06191 7.46814 3.03589
H 0.68462 6.31955 3.18634
C 2.17174 -4.41958 -3.03693
O 0.79335 -4.05881 -3.00001
P -0.03531 -3.94085 -4.36029
O 0.67894 -3.37766 -5.49967
O -0.60198 -5.39000 -4.60745
C -1.18063 -6.11436 -3.51240
O -1.30696 -3.16390 -3.84692
C -1.15371 -1.84212 -3.30136
H 2.60369 -4.12599 -2.08320
H 2.72016 -3.89992 -3.82352
H 2.26901 -5.49432 -3.19803
H -1.70167 -5.46601 -2.81394
H -0.39681 -6.68193 -3.00916
H -1.86370 -6.83272 -3.96046
H -1.74120 -1.14400 -3.89508
H -0.11820 -1.50712 -3.31049
H -1.56024 -1.85301 -2.29218
C -4.15243 -6.73729 2.18244
O -3.07757 -5.86695 2.56249
P -2.40948 -4.92647 1.50694
O -1.47147 -3.96830 2.06041
O -3.66154 -4.33175 0.74444
C -3.38898 -3.38457 -0.29404
O -1.80289 -5.90163 0.39793
C -0.45373 -6.32792 0.53592
H -4.17398 -6.91467 1.10681
H -5.10187 -6.30740 2.48674
H -3.96685 -7.69145 2.66752
H -4.28329 -2.76787 -0.34705
H -3.21186 -3.83755 -1.26966
H -2.54125 -2.75094 -0.03232
H -0.06274 -6.18691 1.54525
H 0.19670 -5.75750 -0.13181
H -0.36455 -7.38190 0.27792


Question: Look up the charge of the third one.
Answer: 0


Question: Look up the charge of the first one.
Answer: 0


Question: Among the records above, which one has the highest charge?
Answer: C15H45O10Ti3